ORCA calculation (wB97M-V/def2-TZVPD) on a molecular structure, C2H3FFeO.

```
8
Properties=species:S:1:pos:R:3:forces:R:3
H 0.15081 -0.15328 -1.41419 -3.172 -2.621 1.395
C 0.60133 0.77014 0.37462 -1.241 -0.430 4.996
C -0.65456 0.24383 0.23256 1.411 3.421 -0.270
O -0.62048 -0.68151 -0.78259 2.625 -0.440 -4.157
H 0.74118 1.63960 1.01901 0.408 0.230 -0.591
F 1.58594 -0.14189 0.52914 0.195 0.390 -1.648
H -1.56989 0.81914 0.36366 -0.078 -0.373 -0.009
Fe -0.23433 -2.49604 -0.32221 -0.148 -0.178 0.284
```
Forces are in eV/Å.

Frontier orbital gap (alpha / beta) (eV): 7.268 / 5.878
LUMO (alpha / beta) (eV): -12.6 / -13.8
Multiplicity: 5
Charge: +2

***

ORCA calculation (wB97M-V/def2-TZVPD) on 2 unconnected molecules or ions with the total composition C6H13FNO2.

```
23
Properties=species:S:1:pos:R:3:forces:R:3
C 3.28823 -0.73936 0.45322 0.029 0.131 0.342
O 2.14687 0.10516 0.58802 -0.044 -0.488 0.744
C 1.92536 0.89813 -0.45102 -1.457 0.926 1.470
O 2.60514 0.89637 -1.40713 2.202 -0.269 -2.774
C 0.77779 1.84832 -0.32197 -1.254 -0.518 0.409
C -0.48194 1.24091 0.32816 0.807 0.068 0.422
C -0.76981 -0.16498 -0.15759 -0.731 0.157 -0.051
C -2.19408 -0.61875 0.18285 1.322 -0.241 -0.318
N -2.30652 -2.02838 -0.20781 -0.206 -0.169 -0.185
H 3.25736 -1.42779 1.28190 -0.114 -0.167 0.281
H 3.30130 -1.29231 -0.47475 -0.140 0.017 -0.297
H 4.18053 -0.13213 0.53108 0.315 0.073 -0.125
H 0.50644 2.10857 -1.33332 0.190 0.232 -0.397
H 1.08206 2.75418 0.19263 0.230 0.124 0.118
H -1.32236 1.89291 0.12814 -0.271 0.150 -0.164
H -0.35426 1.25212 1.40718 -0.050 -0.134 0.255
H -0.59711 -0.19247 -1.23674 -0.078 -0.120 -0.258
H -0.11149 -0.89510 0.29705 0.413 -0.047 0.088
H -2.94492 0.00266 -0.28025 -0.330 0.149 0.113
H -2.27127 -0.54138 1.26000 -0.521 0.097 0.206
H -1.64815 -2.22469 -0.95256 -0.004 0.041 -0.123
H -3.23171 -2.18538 -0.59188 -0.178 0.023 0.387
F -4.83743 -0.55659 0.76479 -0.132 -0.037 -0.142
```
Forces are in eV/Å.

Frontier orbital gap (eV): 6.349
LUMO (eV): 2.8
Multiplicity: 1
Charge: -1

***

Which of these has the highest multiplicity? C2H3FFeO

***

Copy entry 1 word for word.
ORCA calculation (wB97M-V/def2-TZVPD) on a molecular structure, C2H3FFeO.

```
8
Properties=species:S:1:pos:R:3:forces:R:3
H 0.15081 -0.15328 -1.41419 -3.172 -2.621 1.395
C 0.60133 0.77014 0.37462 -1.241 -0.430 4.996
C -0.65456 0.24383 0.23256 1.411 3.421 -0.270
O -0.62048 -0.68151 -0.78259 2.625 -0.440 -4.157
H 0.74118 1.63960 1.01901 0.408 0.230 -0.591
F 1.58594 -0.14189 0.52914 0.195 0.390 -1.648
H -1.56989 0.81914 0.36366 -0.078 -0.373 -0.009
Fe -0.23433 -2.49604 -0.32221 -0.148 -0.178 0.284
```
Forces are in eV/Å.

Frontier orbital gap (alpha / beta) (eV): 7.268 / 5.878
LUMO (alpha / beta) (eV): -12.6 / -13.8
Multiplicity: 5
Charge: +2

***

Please write out number 2 again, unchanged.
ORCA calculation (wB97M-V/def2-TZVPD) on 2 unconnected molecules or ions with the total composition C6H13FNO2.

```
23
Properties=species:S:1:pos:R:3:forces:R:3
C 3.28823 -0.73936 0.45322 0.029 0.131 0.342
O 2.14687 0.10516 0.58802 -0.044 -0.488 0.744
C 1.92536 0.89813 -0.45102 -1.457 0.926 1.470
O 2.60514 0.89637 -1.40713 2.202 -0.269 -2.774
C 0.77779 1.84832 -0.32197 -1.254 -0.518 0.409
C -0.48194 1.24091 0.32816 0.807 0.068 0.422
C -0.76981 -0.16498 -0.15759 -0.731 0.157 -0.051
C -2.19408 -0.61875 0.18285 1.322 -0.241 -0.318
N -2.30652 -2.02838 -0.20781 -0.206 -0.169 -0.185
H 3.25736 -1.42779 1.28190 -0.114 -0.167 0.281
H 3.30130 -1.29231 -0.47475 -0.140 0.017 -0.297
H 4.18053 -0.13213 0.53108 0.315 0.073 -0.125
H 0.50644 2.10857 -1.33332 0.190 0.232 -0.397
H 1.08206 2.75418 0.19263 0.230 0.124 0.118
H -1.32236 1.89291 0.12814 -0.271 0.150 -0.164
H -0.35426 1.25212 1.40718 -0.050 -0.134 0.255
H -0.59711 -0.19247 -1.23674 -0.078 -0.120 -0.258
H -0.11149 -0.89510 0.29705 0.413 -0.047 0.088
H -2.94492 0.00266 -0.28025 -0.330 0.149 0.113
H -2.27127 -0.54138 1.26000 -0.521 0.097 0.206
H -1.64815 -2.22469 -0.95256 -0.004 0.041 -0.123
H -3.23171 -2.18538 -0.59188 -0.178 0.023 0.387
F -4.83743 -0.55659 0.76479 -0.132 -0.037 -0.142
```
Forces are in eV/Å.

Frontier orbital gap (eV): 6.349
LUMO (eV): 2.8
Multiplicity: 1
Charge: -1

***

The highest multiplicity belongs to which entry? C2H3FFeO